Formula: C2H9NO2
Source: the OMol25 dataset
Level of theory: ωB97M-V/def2-TZVPD

XYZ file:
```
14
Properties=species:S:1:pos:R:3:lowdin_charge:R:1
H 1.256 2.086 0.845 0.0575
N 1.003 3.082 -1.056 -0.0210
H -1.288 -5.277 -0.099 0.0177
H 1.968 3.425 -0.879 0.0665
H -1.178 1.616 0.671 0.0914
O -1.094 -6.194 0.105 -0.0852
H 0.103 -0.698 0.696 0.0261
C 0.965 1.837 -0.104 -0.2184
H -1.863 -6.290 0.745 0.0675
H 0.247 3.630 -0.680 0.0382
H 1.531 0.990 -0.678 0.1312
O -0.353 -0.043 1.166 -0.0853
C -0.422 1.066 0.131 -0.2068
H -0.875 0.771 -0.864 0.1207
```

SMILES string: NCCO.O
LUMO energy: 0.6 eV
E_HOMO: -9.942 eV
calculated total energy: -286.76338 hartree